The following is a DFT calculation (wB97M-V/def2-TZVPD) of a cluster of 2 separate species, C16H37NO7P in total.

Structure (XYZ):
```
62
Properties=species:S:1:pos:R:3:forces:R:3:lowdin_charge:R:1
P -0.464 1.104 3.146 0.45 0.06 -0.02 0.84
O -1.103 5.845 -4.243 0.01 0.05 -0.01 0.02
O -2.949 -3.130 1.455 0.24 -0.13 0.19 -0.06
O -2.765 4.536 -4.622 -0.05 0.00 -0.02 0.02
O 0.992 1.106 3.293 -0.37 0.04 0.00 -0.33
O -1.249 3.927 -3.066 0.00 -0.11 0.18 0.09
O -2.123 -0.999 1.831 0.22 0.04 -0.02 -0.12
O -1.227 -5.374 1.043 -0.21 0.08 -0.01 -0.03
N -0.939 0.943 1.393 -0.46 0.05 0.03 -0.15
C 2.816 -2.839 1.451 0.20 0.12 -0.04 -0.20
C 5.117 -3.577 2.347 -0.06 0.02 -0.02 -0.11
C -3.294 -1.847 1.727 -0.40 0.01 -0.04 -0.22
C 2.431 -1.966 0.235 0.07 -0.02 0.03 -0.20
C -2.071 -4.846 0.042 -0.08 -0.05 0.04 -0.23
C 4.051 -3.751 1.255 0.03 -0.02 0.11 -0.25
C -2.245 0.223 1.201 0.08 -0.06 -0.03 -0.22
C -1.667 4.698 -3.898 0.03 0.02 -0.06 -0.62
C -0.994 2.293 0.673 -0.06 0.04 -0.24 -0.13
C 0.073 2.431 -0.405 0.02 0.14 -0.20 -0.17
C 0.110 6.161 -3.553 0.03 0.04 -0.01 -0.03
C 1.447 1.842 -0.065 0.11 0.03 -0.05 -0.18
C -3.485 3.325 -4.378 -0.04 -0.01 -0.03 -0.03
C 1.613 0.361 -0.471 0.02 -0.01 0.20 -0.21
C 2.392 -0.468 0.551 0.22 0.07 -0.01 -0.22
C -2.351 -3.362 0.186 -0.03 0.00 -0.13 -0.17
H 5.764 -4.454 2.419 -0.02 0.10 -0.06 0.07
H 4.654 -3.429 3.328 0.04 -0.08 -0.10 0.07
H 4.498 -3.545 0.276 -0.02 -0.11 0.11 0.10
H 3.013 -2.176 2.302 -0.08 -0.10 -0.08 0.10
H -2.392 0.121 0.117 -0.05 0.11 0.09 0.16
H 0.162 3.505 -0.596 -0.08 -0.13 -0.02 0.12
H -1.660 -5.016 -0.962 -0.08 0.00 0.02 0.13
H 3.157 -2.140 -0.567 -0.21 0.03 -0.03 0.11
H -0.393 -4.904 1.032 0.30 0.07 -0.01 0.08
H -2.862 2.460 -4.599 0.01 0.00 0.01 0.10
H 3.422 -0.084 0.573 -0.14 -0.03 0.16 0.13
H -1.987 2.354 0.220 0.09 0.05 0.13 0.13
H 1.961 -3.460 1.731 0.02 0.09 0.11 0.10
H 3.737 -4.800 1.240 0.01 0.13 -0.07 0.10
H -3.820 3.284 -3.343 0.01 0.00 0.01 0.09
H -1.210 0.078 3.717 -0.01 -0.07 0.03 0.05
H -0.305 2.008 -1.342 0.11 0.04 0.10 0.12
H -3.026 0.867 1.627 0.00 -0.05 -0.03 0.15
H 0.621 -0.100 -0.635 0.10 -0.05 -0.12 0.10
H -1.424 -2.779 0.094 -0.04 -0.07 0.05 0.12
H 0.865 5.400 -3.741 -0.01 -0.01 0.01 0.10
H -0.211 0.372 0.946 0.13 -0.02 0.09 0.11
H 5.756 -2.709 2.151 -0.12 -0.05 0.04 0.07
H -0.071 6.246 -2.483 0.00 -0.01 0.00 0.09
H 2.129 0.309 -1.433 -0.25 -0.09 -0.05 0.13
H 1.998 -0.301 1.563 -0.02 -0.05 -0.17 0.08
H 2.188 2.439 -0.602 0.02 -0.09 0.21 0.12
H -3.008 -5.399 0.133 0.05 0.05 -0.08 0.13
H 1.451 -2.267 -0.158 0.06 -0.03 -0.02 0.09
H 1.666 1.946 1.007 -0.02 0.12 -0.16 0.10
H -3.792 -1.847 2.698 0.01 0.03 -0.09 0.15
H -0.933 3.085 1.422 0.15 -0.17 0.01 0.11
H -4.338 3.356 -5.047 0.00 0.00 0.00 0.10
H -1.162 2.291 3.391 -0.07 0.02 0.08 0.05
H -3.043 -3.047 -0.610 0.07 -0.01 0.02 0.14
H 0.430 7.116 -3.956 0.00 0.00 0.00 0.10
H -3.954 -1.418 0.955 0.06 0.00 0.00 0.14
```
Forces are in eV/Å.

Values from the calculation:
LUMO, Ha: -0.102
Orbital gap, eV: 10.2
Total charge: +1
HOMO level, eV: -12.93